ORCA calculation (ωB97M-V/def2-TZVPD) on a structure of composition C30H49BHfN6O2P2.

The geometry in XYZ format:
```
91
C30H49BHfN6O2P2 (ωB97M-V/def2-TZVPD)
Hf 0.0675 -0.7848 -0.0533
C 3.6834 0.1108 1.9109
C 3.9663 -0.4603 0.5112
C 5.3483 0.0056 0.0469
C 3.9197 -1.9894 0.6111
P 2.6072 0.1392 -0.6155
C 2.6217 1.9791 -0.4481
N 1.2501 2.4104 -0.3883
B 0.0953 1.5659 -0.2981
N -1.0077 2.4777 -0.2314
C -2.3987 2.1292 -0.1549
P -2.5114 0.3380 0.2829
C -3.0187 0.3303 2.0818
C -4.3849 0.9719 2.3415
C -1.9399 1.1455 2.8159
C -3.0416 -1.1035 2.6281
C -3.8363 -0.2776 -0.8840
C -4.3112 -1.6752 -0.4770
C -3.1661 -0.3287 -2.2669
C -5.0606 0.6428 -0.9796
C -0.5391 3.7887 -0.2808
C -1.2194 4.9980 -0.2504
C -0.4651 6.1595 -0.3027
C 0.9285 6.1170 -0.3846
C 1.6118 4.9118 -0.4189
C 0.8603 3.7462 -0.3701
C 2.9189 -0.1704 -2.4407
C 3.8407 0.8728 -3.0891
C 1.5297 -0.0750 -3.0935
C 3.4996 -1.5633 -2.7037
H 4.3612 -0.3708 2.6178
H 2.6630 -0.0898 2.2444
H 3.8639 1.1820 1.9775
H 6.0865 -0.2960 0.7932
H 5.4081 1.0919 -0.0454
H 5.6417 -0.4409 -0.9022
H 4.6624 -2.3132 1.3426
H 4.1502 -2.4819 -0.3308
H 2.9467 -2.3449 0.9586
H 3.1458 2.4314 -1.2896
H 3.1713 2.2587 0.4521
H -2.9035 2.3086 -1.1062
H -2.9203 2.7227 0.6001
H -4.4798 1.9711 1.9153
H -4.5161 1.0672 3.4215
H -5.2010 0.3527 1.9723
H -1.9306 2.1929 2.5126
H -0.9340 0.7487 2.6674
H -2.1479 1.1138 3.8871
H -3.9190 -1.6514 2.2890
H -3.0836 -1.0626 3.7185
H -2.1550 -1.6770 2.3547
H -3.4788 -2.3424 -0.2445
H -4.8884 -2.1067 -1.2988
H -4.9667 -1.6374 0.3919
H -2.3791 -1.0833 -2.3123
H -2.7388 0.6341 -2.5560
H -3.9161 -0.5855 -3.0183
H -5.5872 0.7452 -0.0352
H -5.7582 0.2041 -1.6970
H -4.8145 1.6379 -1.3465
H -2.2994 5.0400 -0.1901
H -0.9642 7.1184 -0.2796
H 1.4843 7.0437 -0.4214
H 2.6923 4.8872 -0.4795
H 3.3416 1.8308 -3.2303
H 4.1304 0.5152 -4.0790
H 4.7557 1.0349 -2.5206
H 1.0436 0.8837 -2.9061
H 0.8668 -0.8867 -2.7449
H 1.6168 -0.2016 -4.1752
H 4.5394 -1.6341 -2.3882
H 3.4782 -1.7390 -3.7817
H 2.9359 -2.3567 -2.2191
N -1.6237 -5.0834 -1.5108
C -0.1770 -4.7306 -1.2963
C -0.0671 -3.2449 -1.0207
O -1.1266 -2.5559 -0.9231
O 1.0515 -2.7251 -0.8546
H -1.9118 -5.8950 -0.9603
H -1.8311 -5.2861 -2.4907
H -2.1926 -4.2680 -1.2297
H 0.4070 -5.0036 -2.1721
H 0.2065 -5.2808 -0.4383
N 0.3106 -1.3875 1.8992
C 0.4929 -1.8139 2.9897
C 0.6754 -2.2896 4.2290
C 0.2886 -1.4639 5.3257
N -0.0751 -0.7661 6.1633
C 1.1764 -3.6216 4.3371
N 1.5441 -4.7109 4.3356
```

Its LUMO energy is -6.20 eV. As for the HOMO energy: -0.4649 hartree. As for the net charge: +2. As for the frontier orbital gap: 0.2370 hartree. As for the energy above the lowest of the compared OMol25 structures with the same formula, charge and spin: 17.0 kcal per mole. The value obtained for the molar mass is 777.0 g/mol.

***

ORCA calculation (ωB97M-V/def2-TZVPD) on a cluster of 2 separate species, C4H6BrNO in total at a distorted geometry.

The geometry in XYZ format:
```
13
C4H6BrNO (ωB97M-V/def2-TZVPD)
O 0.1033 0.9292 -2.5516
C -0.7640 1.1358 -1.7866
N -0.9690 0.3894 -0.6211
C -0.6309 0.1145 0.5127
C 0.2491 0.3912 1.7010
C -0.4420 -0.9676 1.4706
H -1.6090 1.7262 -2.0742
H 0.1611 0.9302 2.5231
H 1.2645 0.4085 1.3463
H 0.3535 -1.7515 1.2083
H -1.2004 -1.2772 2.1150
Br 2.0832 -1.4858 -1.5536
H 1.4005 -0.5428 -2.2899
```

Its LUMO energy is 0.68 eV. As for the HOMO energy: -0.3411 hartree. As for the net charge: 0. As for the frontier orbital gap: 0.3660 hartree. As for the energy above the lowest of the compared OMol25 structures with the same formula, charge and spin: 55.5 kcal per mole. The value obtained for the molar mass is 164.0 g/mol.